Computed, not measured: the molecule C3H7NO in a non-equilibrium geometry, with the ωB97M-V functional and the def2-TZVPD basis.

Last column: Löwdin charge in e.
Element x y z (Å)
O: -1.56108 -0.73692 1.58298  -0.007
C: -0.44488 -0.33043 1.27209  -0.288
C: -0.14560 0.10875 -0.13316  -0.419
C: 1.26067 0.56128 -0.48016  -0.050
N: -1.01192 -0.48720 -1.10993  0.062
H: 0.34215 -0.12134 2.01982  0.134
H: -0.63041 0.94937 0.52814  0.172
H: 1.52253 1.35884 0.20318  0.073
H: 1.25680 0.95930 -1.49803  0.082
H: 1.98083 -0.25984 -0.40251  0.081
H: -0.68717 -1.40664 -1.38824  0.088
H: -1.88190 -0.59517 -0.59417  0.071

Atomic forces in eV per Å
1.13 -0.01 0.05
-0.37 -1.88 0.23
-0.21 0.04 2.34
-0.56 -0.48 -0.21
-0.21 1.08 0.08
-0.10 0.16 0.13
-0.07 1.27 -2.52
0.38 0.08 0.07
0.11 -0.05 0.16
-0.03 0.17 -0.10
0.11 0.04 0.17
-0.19 -0.42 -0.40

Summary:
Electronic energy = -6760.4197 eV
Net charge = 0
Structure (SMILES) = C[C@@H](N)C=O
Energy above the lowest of the compared OMol25 structures with the same formula, charge and spin = 53.7 kcal per mole
2S+1 = 1
Largest force on an atom = 2.83 eV/Å
Frontier orbital gap = 9.86 eV
LUMO energy = 0.776 eV